{"formula": "C42H29Cl2IIrN5O11P", "method": "the ωB97M-V functional and the def2-TZVPD basis", "spin_multiplicity": 2, "gap_ev": [5.062, 4.806], "homo_energy_ha": [-0.482, -0.482], "total_charge": 2, "species": ["Ir", "I", "C", "C", "C", "C", "C", "C", "C", "C", "C", "P", "C", "C", "C", "C", "C", "C", "C", "C", "C", "C", "C", "C", "C", "H", "H", "H", "H", "H", "H", "H", "H", "H", "H", "H", "H", "H", "H", "H", "H", "Cl", "C", "C", "C", "Cl", "C", "O", "C", "C", "O", "C", "H", "H", "H", "O", "N", "O", "C", "C", "C", "C", "O", "C", "C", "N", "O", "O", "N", "O", "O", "H", "H", "O", "C", "N", "C", "O", "C", "C", "C", "C", "N", "C", "H", "H", "H", "H", "H", "H", "H", "H"], "positions_angstrom": [[0.871105, -0.062934, 0.235521], [1.499654, 2.632408, -0.402164], [0.404522, 4.414773, 0.052332], [1.197982, 5.526845, 0.031733], [0.625325, 6.798806, 0.170035], [-0.727956, 6.911240, 0.300919], [-1.558681, 5.766953, 0.304054], [-2.959172, 5.928061, 0.356096], [-3.791949, 4.846776, 0.309635], [-3.244200, 3.560386, 0.269869], [-1.878631, 3.350489, 0.260085], [-1.484796, 1.561799, 0.406915], [-2.421928, 0.970755, -1.020148], [-1.960399, 1.361092, -2.278283], [-2.646617, 0.967165, -3.413461], [-3.786930, 0.179562, -3.293900], [-4.243251, -0.207310, -2.040345], [-3.564063, 0.183529, -0.897179], [-2.177504, 1.088215, 2.000554], [-2.599817, 2.057394, 2.921018], [-3.098199, 1.659406, 4.146575], [-3.148791, 0.311455, 4.483681], [-2.687500, -0.646795, 3.590976], [-2.180188, -0.262218, 2.363571], [-0.993873, 4.454503, 0.214887], [2.267599, 5.434657, -0.111739], [1.259918, 7.672926, 0.145362], [-1.191696, 7.884704, 0.390330], [-3.361341, 6.931004, 0.415900], [-4.865639, 4.970480, 0.322881], [-3.917387, 2.713405, 0.277142], [-1.068007, 1.970140, -2.370247], [-2.288816, 1.267274, -4.389294], [-4.325145, -0.123986, -4.181995], [-5.133371, -0.815806, -1.948897], [-3.930163, -0.097305, 0.083911], [-2.568327, 3.109642, 2.682496], [-3.449708, 2.409433, 4.841970], [-3.534354, 0.015661, 5.450185], [-2.718390, -1.697619, 3.845952], [-1.805601, -1.015307, 1.689185], [1.543458, -3.699023, 6.749229], [1.306504, -2.645474, 5.417366], [0.949620, -1.307690, 5.632055], [0.775081, -0.454282, 4.572269], [0.339437, 1.187856, 4.832453], [0.964875, -0.868111, 3.219799], [0.853310, 0.025800, 2.296708], [1.278250, -2.245331, 3.032558], [1.419470, -2.813522, 1.731253], [1.348482, -2.250386, 0.631045], [1.451494, -3.101927, 4.133160], [0.809726, -0.936401, 6.638450], [1.622180, -3.893837, 1.730103], [1.705038, -4.141539, 3.966039], [-1.403160, -4.292018, -5.667916], [-2.140244, -4.405200, -4.710697], [-3.119912, -5.113116, -4.634695], [-1.813801, -3.598704, -3.528686], [-0.663693, -2.858211, -3.517180], [-0.387869, -2.044985, -2.424759], [-1.226753, -1.973047, -1.261218], [-1.011234, -1.210411, -0.262193], [-2.366342, -2.841162, -1.326534], [-2.668896, -3.596608, -2.431396], [-3.280950, -2.935825, -0.190157], [-2.807481, -2.859028, 0.927398], [-4.453716, -3.122268, -0.441310], [0.801775, -1.307238, -2.449676], [1.776724, -1.747059, -2.992741], [0.818332, -0.157951, -1.897473], [0.009768, -2.882306, -4.363922], [-3.564589, -4.204269, -2.445462], [5.118393, -3.168019, -4.903983], [5.973492, -3.062459, -3.806538], [5.273630, -2.247994, -2.838710], [5.900171, -1.851691, -1.712973], [7.045224, -2.166423, -1.458988], [5.131224, -0.985116, -0.752336], [5.865295, -0.301540, 0.213722], [5.203568, 0.468788, 1.156194], [3.824656, 0.537946, 1.103487], [3.125419, -0.117597, 0.171248], [3.752820, -0.870211, -0.732501], [5.541152, -3.656526, -5.613580], [6.932942, -2.590465, -4.050377], [6.211518, -4.038809, -3.363458], [4.334251, -1.988604, -3.090754], [6.943669, -0.391572, 0.208030], [5.743686, 1.007003, 1.921332], [3.261859, 1.127388, 1.816685], [3.138423, -1.392458, -1.446519]], "forces_ev_per_a": [[2.459, -1.787, 0.405], [-0.263, -0.598, 0.096], [0.046, -0.115, 0.164], [0.325, -0.512, -0.053], [-0.236, 0.195, 0.008], [0.189, -0.015, -0.036], [0.114, -0.072, -0.041], [-0.137, -0.120, 0.028], [0.011, 0.204, 0.025], [0.197, -0.093, -0.013], [0.143, -0.181, -0.046], [-1.154, 0.142, 0.097], [0.143, -0.152, 0.047], [0.006, -0.040, 0.092], [0.022, -0.083, -0.007], [0.034, 0.012, -0.016], [-0.128, 0.023, -0.026], [0.017, 0.112, 0.101], [0.378, -0.006, -0.135], [-0.062, -0.062, -0.070], [-0.039, 0.005, 0.049], [0.002, 0.067, -0.023], [0.003, 0.009, 0.049], [-0.083, -0.045, 0.046], [-0.179, 0.079, 0.037], [0.009, 0.060, 0.041], [0.016, -0.005, 0.030], [-0.004, 0.007, -0.018], [0.004, 0.011, -0.005], [-0.005, 0.001, -0.003], [-0.028, 0.001, -0.009], [-0.015, 0.024, -0.027], [-0.034, 0.023, -0.011], [-0.010, -0.012, 0.002], [-0.009, 0.010, 0.004], [0.021, -0.070, -0.013], [0.031, 0.013, 0.002], [0.012, -0.016, 0.031], [-0.028, -0.021, -0.009], [-0.006, -0.011, 0.009], [-0.050, 0.018, -0.028], [0.003, -0.063, 0.174], [0.004, -0.078, -0.489], [-0.022, 0.070, -0.092], [0.093, 0.019, -0.505], [0.023, 0.158, 0.143], [0.182, -0.893, 0.542], [-0.060, 1.297, -1.613], [-0.155, 0.565, -0.592], [0.004, 0.019, 1.229], [-0.661, 1.428, -1.396], [0.001, -0.287, 0.508], [0.006, -0.013, 0.016], [0.039, 0.106, -0.292], [-0.009, 0.002, -0.027], [-0.108, -0.046, 0.135], [-0.024, -0.094, -0.183], [0.108, 0.095, -0.011], [0.283, 0.277, 0.172], [0.107, -0.285, -0.359], [-0.626, -0.145, 0.433], [0.105, 0.326, -0.135], [0.080, 0.009, 0.521], [0.325, 0.091, -0.262], [-0.074, -0.038, 0.200], [-0.250, -0.150, 0.177], [0.004, -0.039, -0.126], [0.172, 0.108, 0.030], [0.010, -0.623, 0.093], [-0.020, 0.290, -0.407], [0.512, 0.488, 0.576], [-0.034, -0.010, -0.027], [-0.011, 0.021, 0.013], [-0.406, 0.197, 0.024], [0.767, -0.398, 0.092], [-0.172, 0.086, 0.109], [-0.058, -0.252, -0.465], [-0.008, 0.125, 0.129], [-0.016, 0.188, 0.319], [-0.055, 0.008, -0.009], [-0.069, -0.062, -0.138], [0.168, 0.184, 0.322], [-1.797, 0.464, 0.643], [0.155, -0.187, -0.247], [0.111, -0.061, -0.030], [-0.140, 0.084, -0.039], [-0.135, 0.054, -0.026], [0.015, 0.112, 0.025], [0.007, -0.065, -0.005], [-0.032, 0.018, 0.017], [-0.038, -0.091, -0.002], [-0.018, -0.009, 0.058]]}

---

{"formula": "C4H8N3", "method": "the ωB97M-V functional and the def2-TZVPD basis", "gap_ev": [6.966, 8.705], "homo_energy_ha": [-0.464, -0.472], "total_charge": 1, "species": ["C", "C", "C", "C", "N", "N", "N", "H", "H", "H", "H", "H", "H", "H", "H"], "positions_angstrom": [[1.021845, 0.467571, 0.631323], [1.633274, 0.823441, -0.616267], [-0.056329, -0.574707, 0.358605], [-1.354542, -0.293269, 0.058272], [-2.626504, -0.427457, -0.111677], [0.393490, -1.928259, 0.226758], [-2.056214, 0.863639, -0.294880], [1.764668, -0.081272, 1.211149], [0.733225, 1.316264, 1.161897], [1.605921, 1.862640, -0.938758], [2.091997, -0.042509, -1.068839], [-0.186428, -2.626880, -0.164110], [1.375247, -2.231934, 0.386033], [-2.428639, 1.542580, 0.442098], [-1.911013, 1.330151, -1.281600]], "forces_ev_per_a": [[0.068, -1.839, 0.531], [-0.038, 0.110, -0.948], [2.264, -3.457, -0.488], [-0.357, -0.041, 0.296], [-0.185, -2.570, -0.508], [0.482, 2.922, 0.950], [-0.327, 5.530, -0.712], [0.020, 0.078, 0.548], [-0.960, 1.121, 1.165], [0.336, -0.549, -0.411], [0.288, 0.617, -0.930], [-0.731, -0.502, -0.374], [-1.231, 0.818, 0.055], [0.992, -0.863, -1.298], [-0.622, -1.374, 2.124]]}

---

The evaluated energy above the lowest of the compared OMol25 structures with the same formula, charge and spin for the records listed, in turn: 73.4, 167.9 kcal/mol.